# 1
Formula: C36H90F2KNO28P6S2
Source: the Open Molecules 2025 dataset
Level of theory: wB97M-V/def2-TZVPD

## Properties
net charge = 0
energy relative to the best compared isomer or geometry (same formula, charge and spin) = 183.0 kcal per mole
molar mass = 1312.2 g/mol
Kohn-Sham gap = 9.927 eV
LUMO = 0.1 eV

Each line ends with the Löwdin charge.
Element x y z (Å)
K  8.29265  13.49870  6.95648  0.69
N  9.39055  15.47978  5.21760  -0.30
S  8.71913  16.06284  3.97412  0.41
O  9.42188  16.13496  2.70773  -0.26
O  7.50561  16.82763  4.14335  -0.26
F  8.13509  14.60782  3.78710  -0.24
S  10.72678  16.51972  5.08593  0.60
O  10.54027  17.96154  4.92110  -0.28
O  11.95513  16.01337  4.49676  -0.28
F  11.19120  16.38453  6.69804  -0.26
C  11.32394  7.47370  3.18497  -0.07
C  10.88353  8.14270  4.48180  -0.28
O  11.60469  9.21805  5.00309  -0.14
P  11.02811  10.70263  5.04995  0.50
O  9.83633  11.02821  5.93223  -0.26
O  12.30701  11.46358  5.55035  -0.14
C  12.43022  11.74256  6.89178  -0.30
C  12.23648  13.22080  7.17087  -0.05
O  10.92681  11.16542  3.51159  -0.13
C  10.84296  12.50284  3.22060  -0.30
C  11.30228  13.10330  1.85903  -0.04
H  11.72439  8.05904  2.35725  0.08
H  12.08805  6.73441  3.42511  0.07
H  10.52254  6.96303  2.65104  0.07
H  9.94388  8.54921  4.10775  0.08
H  10.76199  7.36008  5.23068  0.13
H  12.06160  11.03521  7.63467  0.11
H  13.50566  11.65373  7.04553  0.12
H  12.37002  13.62698  8.17351  0.08
H  13.01195  13.74285  6.61032  0.09
H  11.29551  13.69625  6.89405  0.04
H  9.86723  12.97026  3.35314  0.09
H  11.37146  13.04760  4.00292  0.10
H  10.80346  12.67999  0.98721  0.06
H  11.14437  14.18124  1.89382  0.07
H  12.34597  13.02931  1.55353  0.07
C  6.68153  7.54761  1.23903  -0.05
C  6.95493  7.88625  -0.32593  -0.24
O  6.85638  9.27243  -0.31037  -0.22
P  5.37322  9.96640  -0.61358  0.56
O  4.20081  9.04502  -0.43149  -0.25
O  5.39133  11.29607  0.31684  -0.20
C  6.56636  12.10973  0.42089  -0.25
C  7.34929  11.70456  1.66299  -0.06
O  5.50338  10.69754  -2.10276  -0.22
C  4.35525  11.23808  -2.86730  -0.22
C  3.17866  11.67344  -2.01421  -0.10
H  6.06781  8.28058  1.76266  0.05
H  6.17149  6.58617  1.29908  0.07
H  7.56865  7.36285  1.84482  0.05
H  7.92884  7.51789  -0.64827  0.11
H  6.22666  7.34613  -0.93090  0.11
H  7.15890  12.26965  -0.47991  0.13
H  6.23548  13.09520  0.74868  0.12
H  7.48668  10.62326  1.65926  0.06
H  8.35240  12.13079  1.64924  0.07
H  6.87602  12.01959  2.59298  0.07
H  4.68538  12.16491  -3.33645  0.11
H  4.05601  10.56420  -3.67008  0.11
H  2.59306  12.40648  -2.56902  0.08
H  2.61042  10.85022  -1.58118  0.07
H  3.51600  12.19193  -1.11673  0.07
C  6.45638  7.00157  9.02365  -0.04
C  6.65908  8.55595  8.87373  -0.25
O  7.94965  8.92539  9.31012  -0.19
P  8.20412  10.42082  9.83987  0.60
O  8.17006  11.43684  8.74515  -0.30
O  6.98300  10.61619  10.99532  -0.19
C  6.79149  11.95546  11.52173  -0.26
C  6.64862  11.93184  13.08192  -0.04
O  9.57768  10.29539  10.80611  -0.20
C  10.71843  9.63007  10.31337  -0.28
C  11.52380  8.89157  11.44811  -0.04
H  5.38865  6.78381  8.99843  0.07
H  6.98776  6.30909  8.37081  0.07
H  6.88622  6.70010  9.97888  0.07
H  6.57547  8.91108  7.84660  0.10
H  5.90607  9.14997  9.39162  0.10
H  7.54308  12.67088  11.18799  0.08
H  5.88116  12.43947  11.16799  0.08
H  6.56108  12.99149  13.32188  0.05
H  5.67140  11.46685  13.21207  0.08
H  7.45459  11.51272  13.68429  0.08
H  10.28655  8.95571  9.57390  0.10
H  11.42373  10.25775  9.76869  0.10
H  11.75024  9.66684  12.18008  0.07
H  11.03927  8.00212  11.85086  0.07
H  12.44858  8.59136  10.95539  0.07
C  5.11982  15.14811  12.21328  -0.07
C  6.28562  16.01251  12.06510  -0.32
O  7.45026  15.28855  11.85558  -0.19
P  8.54546  15.69120  10.72185  0.56
O  8.34294  14.91493  9.45025  -0.31
O  9.98288  15.64545  11.48060  -0.16
C  10.12653  14.78140  12.60071  -0.28
C  10.60699  13.41689  12.10605  -0.06
O  8.36643  17.30682  10.53524  -0.21
C  8.87439  18.15181  9.49439  -0.23
C  8.68370  17.54439  8.12011  -0.08
H  5.17004  14.42389  11.40022  0.05
H  5.07165  14.61962  13.16537  0.08
H  4.28811  15.80885  11.96878  0.10
H  6.09403  16.69116  11.23395  0.13
H  6.43203  16.50153  13.02818  0.13
H  10.94718  15.26139  13.13386  0.12
H  9.35177  14.60867  13.34771  0.12
H  9.76810  12.97150  11.57128  0.05
H  11.56701  13.48499  11.59436  0.09
H  10.71382  12.74349  12.95648  0.08
H  8.18658  18.99715  9.51498  0.12
H  9.84691  18.47816  9.86289  0.13
H  9.14841  18.21094  7.39357  0.08
H  9.28694  16.64004  8.04039  0.04
H  7.64437  17.31406  7.88595  0.09
C  4.49618  13.20071  8.89877  -0.05
C  4.21700  11.81154  8.37185  -0.32
O  3.77165  11.57999  7.10898  -0.16
P  4.73775  11.76233  5.81923  0.65
O  5.46520  13.10609  5.58448  -0.28
O  5.69573  10.41371  6.06207  -0.22
C  6.91941  10.33523  5.33201  -0.28
C  7.04188  9.07466  4.46967  -0.03
O  3.92651  11.29533  4.44454  -0.19
C  2.76886  10.56961  4.33638  -0.29
C  2.90329  9.16924  4.93916  -0.05
H  5.54560  13.47499  8.79108  0.07
H  4.03016  13.93239  8.23879  0.08
H  4.04748  13.38281  9.87529  0.07
H  5.10538  11.19525  8.50992  0.09
H  3.48700  11.33010  9.02256  0.13
H  7.19322  11.29765  4.89971  0.10
H  7.59720  10.15977  6.16742  0.08
H  6.40591  8.25609  4.80669  0.09
H  6.73974  9.35809  3.46146  0.04
H  8.11577  8.88856  4.45515  0.05
H  2.17067  11.24063  4.95282  0.11
H  2.31166  10.63788  3.34926  0.13
H  3.92556  8.79233  4.97086  0.06
H  2.66540  9.24682  6.00005  0.07
H  2.13279  8.48242  4.58887  0.08
C  4.48734  16.60362  5.65801  -0.07
C  4.43297  17.97364  4.97009  -0.28
O  3.07459  18.36886  5.00883  -0.19
P  2.65351  19.99371  4.76365  0.55
O  1.20500  20.31066  4.90891  -0.25
O  3.70660  20.87732  5.65424  -0.21
C  3.69554  22.30298  5.78214  -0.25
C  4.01266  22.71022  7.24366  -0.07
O  3.16961  20.35718  3.27707  -0.20
C  2.46053  19.88034  2.23141  -0.32
C  3.45797  19.24546  1.21536  -0.05
H  3.99652  15.79360  5.11851  0.07
H  5.50748  16.21969  5.66253  0.05
H  4.06193  16.58312  6.66135  0.07
H  4.98594  18.66314  5.60798  0.11
H  4.87393  18.01010  3.97393  0.11
H  4.37081  22.85926  5.13201  0.12
H  2.67465  22.63163  5.58751  0.11
H  5.02858  22.51180  7.58516  0.07
H  3.89635  23.79207  7.30829  0.07
H  3.34308  22.28807  7.99303  0.07
H  1.86479  19.01280  2.51526  0.11
H  1.85549  20.73739  1.93559  0.13
H  3.36676  18.16108  1.27780  0.07
H  3.49288  19.72094  0.23515  0.07
H  4.47124  19.50321  1.52350  0.07


# 2
Formula: C21H56O7
Source: the Open Molecules 2025 dataset
Level of theory: wB97M-V/def2-TZVPD

## Properties
net charge = 0
SMILES = CC(C)O.CC(C)O.CC(C)O.CC(C)O.CC(C)O.CC(C)O.CC(C)O
energy relative to the best compared isomer or geometry (same formula, charge and spin) = 78.1 kcal per mole
molar mass = 420.7 g/mol
Kohn-Sham gap = 10.233 eV
LUMO = 0.5 eV

Each line ends with the Löwdin charge.
Element x y z (Å)
C  2.03359  -0.27675  0.97882  -0.04
C  1.81981  1.24407  0.69335  -0.46
C  2.66750  2.09329  1.61107  -0.06
O  2.30527  1.37996  -0.61084  -0.07
H  1.16465  -0.87324  0.70088  0.08
H  2.25019  -0.42724  2.03642  0.07
H  3.00837  -0.60522  0.61826  0.06
H  0.75618  1.41707  0.85722  0.14
H  3.71843  1.80410  1.60759  0.08
H  2.28669  1.92819  2.61895  0.08
H  2.64542  3.15386  1.36046  0.08
H  3.17692  1.77742  -0.67304  0.06
C  4.64015  -6.14304  -5.18180  -0.07
C  3.26596  -5.87986  -5.69882  -0.46
C  3.21046  -5.62982  -7.22848  -0.06
O  2.32561  -6.96093  -5.46983  -0.07
H  5.08293  -7.07441  -5.53478  0.08
H  4.61067  -6.25729  -4.09820  0.08
H  5.31596  -5.30642  -5.35918  0.08
H  2.87334  -5.07948  -5.07164  0.12
H  3.60839  -6.42742  -7.85582  0.08
H  3.86626  -4.80551  -7.50870  0.07
H  2.23281  -5.33059  -7.60633  0.08
H  1.74339  -7.00859  -6.23163  0.07
C  -1.16594  -5.08961  -4.11345  -0.03
C  -2.42449  -4.55440  -4.93355  -0.47
C  -2.87967  -3.15600  -4.46315  -0.07
O  -2.06235  -4.30422  -6.22783  -0.06
H  -0.79042  -5.97016  -4.63470  0.06
H  -1.59488  -5.54533  -3.22102  0.07
H  -0.32773  -4.42085  -3.91786  0.06
H  -3.24455  -5.26937  -4.86689  0.13
H  -2.09156  -2.41370  -4.33682  0.07
H  -3.27937  -3.21131  -3.45059  0.07
H  -3.66803  -2.76331  -5.10532  0.08
H  -2.09727  -3.38249  -6.49388  0.08
C  2.76995  -2.22992  -2.91578  -0.05
C  2.03577  -0.89353  -3.22282  -0.44
C  1.18274  -0.89693  -4.47262  -0.05
O  1.13536  -0.80533  -2.09245  -0.08
H  3.13926  -2.37295  -1.90027  0.05
H  3.58044  -2.33607  -3.63684  0.07
H  2.13618  -3.10185  -3.07756  0.06
H  2.82388  -0.14055  -3.22145  0.12
H  0.47805  -1.72806  -4.49966  0.06
H  1.73649  -0.87279  -5.41118  0.08
H  0.54828  -0.01073  -4.45894  0.07
H  1.07289  0.09738  -1.77178  0.06
C  -0.84974  2.49623  -6.73701  -0.07
C  0.08146  3.16204  -7.73124  -0.54
C  1.44742  3.38845  -7.21673  -0.05
O  0.10814  2.27574  -8.80958  -0.04
H  -1.20280  3.10047  -5.90133  0.08
H  -0.44135  1.59844  -6.27300  0.07
H  -1.77305  2.11204  -7.17059  0.07
H  -0.44462  4.07913  -7.99635  0.13
H  1.87831  2.44487  -6.88193  0.09
H  1.43505  4.19993  -6.48910  0.09
H  2.09130  3.66620  -8.05121  0.08
H  -0.76805  2.24738  -9.20083  0.09
C  6.89135  3.76422  -2.76441  -0.06
C  5.83956  2.71137  -2.66134  -0.49
C  6.31120  1.23225  -2.42446  -0.03
O  5.05230  2.97808  -1.52749  -0.07
H  6.40158  4.73629  -2.82192  0.08
H  7.50924  3.71862  -3.66121  0.09
H  7.40968  3.84747  -1.80917  0.09
H  5.15610  2.82115  -3.50332  0.14
H  5.53024  0.47355  -2.47516  0.07
H  6.97317  1.23911  -1.55852  0.07
H  7.00627  0.95967  -3.21862  0.07
H  5.50503  3.62663  -0.98342  0.08
C  7.62348  -0.98614  0.78789  -0.06
C  6.14848  -1.22378  0.68878  -0.48
C  5.79844  -2.29789  -0.25878  -0.07
O  5.63000  -1.58615  2.01764  -0.06
H  7.99938  -0.72662  -0.20179  0.07
H  8.25089  -1.77178  1.20886  0.09
H  7.88385  -0.09293  1.35577  0.08
H  5.58899  -0.30832  0.49637  0.12
H  6.06538  -2.06400  -1.28938  0.08
H  4.72981  -2.47101  -0.38600  0.06
H  6.28699  -3.25002  -0.05173  0.09
H  4.86679  -1.02660  2.17893  0.06